[1]
ORCA calculation (ωB97M-V with the def2-TZVPD basis set) on C47H54CoFN12O3Sb as an isolated structure.

```
119
Properties=species:S:1:pos:R:3:forces:R:3:lowdin_spin:R:1
Co -1.9106 1.1001 -1.2490 0.25 0.66 -0.43 0.9711
N -2.9221 2.9204 1.4287 -0.06 0.14 -0.10 0.0012
C -3.8950 2.1716 0.9046 0.05 -0.04 0.06 0.0003
N -5.1214 2.2667 1.4083 0.05 -0.03 -0.02 -0.0012
C -6.0403 1.4738 0.8650 0.01 -0.08 -0.01 0.0009
N -7.2881 1.5484 1.3251 -0.01 0.05 0.01 0.0014
N -5.8081 0.5785 -0.1309 -0.12 0.05 0.08 0.0007
C -4.5723 0.5519 -0.5382 0.12 -0.21 -0.19 0.0023
N -3.5584 1.3140 -0.1000 -0.07 -0.11 0.00 -0.0039
C -4.1932 -0.4480 -1.5782 -0.08 0.17 0.31 0.0008
C -5.1091 -1.3158 -2.1372 -0.08 -0.09 -0.05 -0.0002
C -4.6530 -2.2645 -3.0384 -0.04 0.05 0.04 -0.0003
C -3.2963 -2.3209 -3.3188 0.06 -0.01 0.03 -0.0003
C -2.4472 -1.4026 -2.7256 0.05 -0.05 -0.01 -0.0008
N -2.8888 -0.4692 -1.8807 -0.07 -0.02 -0.20 -0.0072
H -3.2229 3.6516 2.0524 0.00 -0.03 0.04 0.0001
H -2.1214 3.0889 0.8232 0.03 -0.04 0.02 0.0000
H -7.5082 2.2138 2.0447 -0.01 -0.01 0.01 0.0000
H -8.0052 0.9711 0.9247 0.02 -0.02 0.00 0.0000
H -6.1452 -1.2321 -1.8422 0.01 -0.04 -0.01 0.0000
H -5.3399 -2.9572 -3.5061 0.00 0.00 0.02 0.0000
H -2.8925 -3.0638 -3.9925 0.00 0.01 -0.01 0.0000
H -1.3839 -1.4024 -2.9198 -0.01 0.03 -0.02 0.0000
C 4.1498 5.3877 0.2415 0.00 -0.02 -0.01 0.0000
C 4.4959 3.9138 0.3253 -0.03 0.02 -0.07 0.0000
N 3.3637 2.9993 0.0789 0.03 0.00 0.01 -0.0004
C 2.1828 3.4528 -0.3816 0.00 -0.02 0.01 -0.0003
C 1.0595 2.6982 -0.5572 -0.01 -0.04 -0.05 0.0002
C -0.1709 3.4375 -1.0332 -0.01 -0.04 0.03 0.0003
O -0.0322 4.5418 -1.5233 -0.02 0.01 0.00 -0.0021
O -1.3188 2.8727 -0.8087 0.05 0.07 0.11 -0.0023
C 1.0966 1.3014 -0.2517 0.08 0.13 0.14 0.0019
O 0.1449 0.5173 -0.3738 -0.15 -0.30 -0.13 0.0237
C 2.3975 0.7991 0.2249 -0.08 0.08 -0.06 0.0014
C 2.5307 -0.5495 0.5485 -0.09 -0.09 0.00 0.0000
C 3.7234 -1.0402 0.9947 0.07 0.03 0.04 0.0000
F 3.7880 -2.3393 1.3500 0.02 -0.02 0.01 0.0000
C 4.8666 -0.2312 1.1022 -0.03 -0.08 -0.07 -0.0002
C 4.7331 1.1065 0.7662 0.01 0.08 0.03 0.0001
C 3.5032 1.6452 0.3642 0.04 0.04 0.01 0.0002
N 6.1382 -0.7193 1.4931 0.04 0.00 0.02 -0.0001
C 6.8682 -0.0147 2.5381 -0.05 -0.07 0.01 0.0000
C 8.3462 0.0467 2.1337 -0.03 0.09 0.07 0.0000
N 8.6305 -1.1313 1.2388 -0.03 -0.02 0.05 0.0000
C 7.9218 -2.3536 1.7424 -0.07 -0.06 -0.01 0.0000
C 6.4115 -2.1552 1.5373 -0.03 0.10 -0.04 0.0000
H 5.0313 5.9570 0.5328 0.00 0.00 -0.01 0.0000
H 3.3409 5.6524 0.9223 0.01 0.01 0.00 0.0000
H 3.8796 5.6961 -0.7675 0.00 0.00 0.01 0.0000
H 4.8716 3.6924 1.3253 -0.01 0.00 0.02 0.0000
H 5.2876 3.6824 -0.3917 0.02 -0.04 0.01 0.0000
H 2.1153 4.5026 -0.6255 0.00 0.00 0.01 0.0000
H 1.6738 -1.2101 0.4716 0.02 0.03 0.00 0.0000
H 5.6126 1.7333 0.7946 -0.01 -0.01 0.00 0.0000
H 6.7540 -0.5221 3.5034 0.01 0.00 0.01 0.0000
H 6.4869 0.9938 2.6626 -0.01 0.00 0.01 0.0000
H 9.0090 -0.0165 2.9944 0.03 -0.04 -0.02 0.0000
H 8.5838 0.9460 1.5694 0.01 -0.02 -0.04 0.0000
H 9.6345 -1.2878 1.1583 0.01 -0.01 0.00 0.0000
H 8.2664 -0.9180 0.3087 0.02 0.02 -0.02 0.0000
H 8.1906 -2.4599 2.7912 0.02 0.03 0.01 0.0000
H 8.2848 -3.2241 1.2022 0.04 0.02 -0.01 0.0000
H 5.8880 -2.6749 2.3428 0.01 0.00 0.02 0.0000
H 6.0986 -2.5997 0.5949 0.00 -0.02 0.00 0.0000
C -6.3146 -3.0779 2.0339 -0.01 -0.01 0.00 0.0000
C -5.5671 -3.5090 0.9469 0.01 0.02 -0.02 0.0000
C -4.2811 -3.0221 0.7524 -0.02 0.03 0.02 0.0000
C -3.7212 -2.1052 1.6409 0.03 -0.05 0.14 0.0001
C -4.4888 -1.6668 2.7201 -0.01 0.02 -0.09 0.0000
C -5.7744 -2.1560 2.9193 0.00 0.03 -0.03 0.0000
Sb -1.7802 -1.2753 1.2393 -0.02 -0.13 0.06 0.0005
C -1.3009 -0.6932 3.2307 -0.05 -0.04 0.05 0.0002
C -0.8167 0.5949 3.4462 0.02 -0.04 0.01 0.0000
C -0.5348 1.0380 4.7342 0.01 0.00 -0.02 0.0000
C -0.7299 0.1910 5.8141 0.00 -0.01 0.01 0.0000
C -1.2055 -1.0993 5.6098 0.00 -0.01 -0.01 0.0000
C -1.4934 -1.5381 4.3257 0.02 0.07 0.00 0.0000
C -0.6358 -3.0939 1.2019 -0.03 -0.05 0.11 -0.0001
C 0.3396 -3.3735 2.1581 0.00 -0.02 -0.06 0.0000
C 1.0715 -4.5541 2.1003 0.01 0.04 -0.02 0.0000
C 0.8404 -5.4701 1.0850 0.00 -0.01 0.01 0.0000
C -0.1158 -5.1964 0.1167 0.00 0.03 -0.03 0.0000
C -0.8398 -4.0129 0.1717 0.07 0.03 0.00 0.0000
H -7.3138 -3.4627 2.1923 0.01 0.00 0.00 0.0000
H -5.9851 -4.2275 0.2521 0.01 -0.01 0.01 0.0000
H -3.7144 -3.3706 -0.1057 0.00 -0.02 0.02 0.0000
H -4.0856 -0.9397 3.4160 0.01 -0.03 0.03 0.0000
H -6.3524 -1.8205 3.7713 0.00 0.01 -0.01 0.0000
H -0.6667 1.2620 2.6033 -0.03 0.02 0.01 0.0000
H -0.1731 2.0462 4.8949 0.00 -0.01 -0.01 0.0000
H -0.5192 0.5360 6.8182 0.00 0.00 0.00 0.0000
H -1.3577 -1.7605 6.4535 -0.01 0.01 0.00 0.0000
H -1.8758 -2.5417 4.1766 0.00 0.00 0.00 0.0000
H 0.5291 -2.6716 2.9619 -0.02 -0.02 0.02 0.0000
H 1.8185 -4.7616 2.8569 -0.01 0.00 0.00 0.0000
H 1.4002 -6.3957 1.0478 -0.01 0.00 0.00 0.0000
H -0.2995 -5.9072 -0.6794 0.00 0.01 0.00 0.0000
H -1.5700 -3.8097 -0.6055 -0.02 -0.02 0.01 0.0000
C -3.0475 1.4835 -5.6732 0.02 0.04 0.02 0.0000
N -2.3068 1.9679 -4.5150 -0.04 -0.10 0.04 0.0000
C -3.1101 2.6727 -3.5310 0.07 0.03 -0.03 0.0089
C -1.1132 1.4164 -4.1610 -0.08 0.08 -0.05 0.0006
N -0.8264 1.1709 -2.9133 0.12 -0.15 0.22 -0.0031
N -0.2502 1.1267 -5.1810 -0.04 -0.03 -0.02 -0.0003
C -0.1115 2.0204 -6.3275 0.03 -0.03 0.01 0.0000
C 0.9064 0.2923 -4.9283 0.00 0.02 -0.02 0.0000
H -3.9428 0.9499 -5.3393 0.00 0.00 0.00 0.0000
H -2.4399 0.8014 -6.2595 0.01 0.00 0.00 0.0000
H -3.3628 2.3141 -6.3065 0.01 0.00 -0.01 0.0000
H -3.7081 3.4224 -4.0491 -0.02 -0.01 0.00 0.0011
H -2.4730 3.1823 -2.8112 -0.01 0.00 -0.01 0.0018
H -3.8001 1.9996 -3.0059 -0.02 0.00 -0.01 0.0029
H 0.1515 0.9622 -2.7653 0.03 0.04 -0.04 0.0002
H -0.8767 2.7884 -6.3035 -0.01 0.00 0.00 0.0000
H -0.1875 1.4642 -7.2629 -0.02 0.00 0.00 0.0000
H 0.8651 2.5105 -6.2960 -0.01 0.00 0.01 0.0000
H 0.6517 -0.5214 -4.2509 0.00 0.00 0.00 0.0000
H 1.7457 0.8610 -4.5091 0.00 -0.01 0.02 0.0000
H 1.2337 -0.1437 -5.8712 0.01 0.01 0.00 0.0000
```
Forces are in eV/Å.

Values from the calculation:
HOMO level (spin up / spin down) (eV): -11.20 / -11.20
Total charge: +2
Spin multiplicity: 2
Gap between HOMO and LUMO (spin up / spin down) (eV): 6.6188 / 6.6182


[2]
ORCA calculation (ωB97M-V with the def2-TZVPD basis set) on C47H54N6NdOP2S3 as an isolated structure.

```
114
Properties=species:S:1:pos:R:3:forces:R:3:lowdin_spin:R:1
Nd -1.1082 1.2475 0.0397 0.03 -0.32 0.04 3.0331
N 1.1438 1.7009 -0.0411 0.01 -0.06 -0.24 -0.0066
S 2.3627 1.0879 -0.6103 0.08 -0.03 0.16 -0.0006
N 2.6834 -0.4788 -0.2419 -0.03 -0.07 0.10 0.0007
S 2.3118 -1.1126 1.1288 0.03 -0.04 -0.15 0.0003
N 1.1080 -2.0903 1.1674 0.04 -0.03 0.04 0.0001
S -0.0256 -2.1802 0.0270 -0.04 0.08 -0.15 -0.0008
N -0.7227 -0.9524 -0.4258 0.19 0.12 0.12 -0.0098
C -1.0777 -3.3715 0.7987 -0.13 -0.05 -0.03 -0.0004
C -2.4081 -3.3440 0.4025 -0.01 -0.08 0.08 0.0000
C -3.2752 -4.2985 0.9143 0.01 0.05 -0.02 0.0000
C -2.8088 -5.2606 1.7972 0.00 -0.03 0.01 0.0000
C -1.4716 -5.2803 2.1730 0.02 -0.01 0.02 0.0000
C -0.5904 -4.3362 1.6727 -0.06 0.03 -0.04 -0.0001
C 0.7129 -3.0724 -1.3113 0.02 -0.08 -0.09 -0.0001
C 1.8598 -3.8330 -1.1296 -0.02 0.02 -0.01 0.0000
C 2.3632 -4.5471 -2.2061 0.01 0.01 0.01 0.0000
C 1.7160 -4.5106 -3.4335 0.02 -0.03 0.00 0.0000
C 0.5581 -3.7620 -3.5959 -0.02 0.04 0.04 0.0000
C 0.0469 -3.0355 -2.5317 0.04 -0.06 -0.02 0.0000
C 3.7051 -2.0279 1.6724 0.13 -0.05 -0.02 0.0001
C 3.6036 -2.6978 2.8917 0.05 0.03 -0.07 0.0000
C 4.6889 -3.4387 3.3208 -0.03 0.01 0.01 0.0000
C 5.8405 -3.5064 2.5413 0.01 -0.03 0.04 0.0000
C 5.9200 -2.8364 1.3314 -0.05 0.08 -0.09 0.0000
C 4.8445 -2.0796 0.8806 -0.02 -0.13 0.17 0.0000
C 1.9943 0.0636 2.4104 -0.08 0.21 0.01 0.0002
C 0.6723 0.3447 2.7569 -0.02 -0.19 0.01 -0.0002
C 0.4145 1.3494 3.6692 0.08 0.04 0.06 0.0000
C 1.4756 2.0591 4.2353 -0.07 -0.04 0.01 0.0000
C 2.7821 1.7477 3.9043 0.06 -0.02 -0.05 0.0000
C 3.0558 0.7467 2.9754 -0.05 0.07 0.04 -0.0002
C 3.8625 1.9064 -0.1548 0.06 0.10 0.09 -0.0010
C 5.0977 1.4361 -0.5986 -0.06 0.00 0.06 -0.0002
C 6.2440 2.0835 -0.1774 0.01 0.07 0.03 -0.0001
C 6.1540 3.1852 0.6723 0.04 -0.04 -0.05 0.0001
C 4.9202 3.6459 1.0996 -0.08 -0.02 -0.02 0.0000
C 3.7594 3.0039 0.6819 0.02 0.02 0.08 0.0001
C 2.4212 1.0264 -2.3735 -0.08 -0.11 -0.13 0.0000
C 3.1200 1.9872 -3.0927 -0.04 0.02 -0.06 0.0000
C 3.0153 1.9882 -4.4785 0.02 0.02 0.08 0.0000
C 2.2250 1.0476 -5.1191 -0.02 -0.04 0.01 -0.0001
C 1.5219 0.1000 -4.3819 0.00 0.00 -0.02 0.0000
C 1.6116 0.0848 -3.0013 0.06 0.02 -0.01 0.0001
H -2.7478 -2.5870 -0.2914 0.01 0.02 0.00 0.0000
H -4.3158 -4.2971 0.6191 0.01 0.00 -0.01 0.0000
H -3.4869 -6.0052 2.1914 -0.01 -0.01 0.00 0.0000
H -1.1130 -6.0365 2.8576 0.00 -0.01 0.00 0.0000
H 0.4496 -4.3526 1.9632 0.03 0.03 -0.01 0.0000
H 2.3550 -3.8799 -0.1688 -0.01 0.02 0.02 0.0000
H 3.2583 -5.1405 -2.0825 0.01 -0.01 0.00 0.0000
H 2.1111 -5.0779 -4.2647 0.00 0.00 -0.02 0.0000
H 0.0511 -3.7503 -4.5509 -0.02 0.00 -0.01 0.0000
H -0.8538 -2.4468 -2.6429 -0.02 0.03 0.01 0.0000
H 2.7043 -2.6388 3.4902 -0.04 0.01 0.00 0.0000
H 4.6414 -3.9649 4.2640 -0.01 0.00 0.00 0.0000
H 6.6831 -4.0909 2.8851 0.00 0.00 0.01 0.0000
H 6.8177 -2.9020 0.7323 0.00 0.01 0.00 0.0000
H 4.8788 -1.5616 -0.0626 0.00 0.07 -0.11 0.0000
H -0.1284 -0.2823 2.3716 0.02 -0.07 0.02 0.0000
H -0.5998 1.5510 3.9911 0.00 0.00 -0.01 0.0000
H 1.2762 2.8286 4.9686 0.00 0.01 0.00 0.0000
H 3.6010 2.2758 4.3733 0.01 0.01 0.00 0.0000
H 4.0793 0.5058 2.7173 0.02 -0.01 -0.03 0.0000
H 5.1622 0.5949 -1.2754 -0.02 -0.06 -0.01 0.0000
H 7.2116 1.7404 -0.5158 0.02 -0.01 -0.01 0.0000
H 7.0553 3.6903 0.9915 0.02 -0.01 0.00 0.0000
H 4.8590 4.5064 1.7514 -0.01 0.01 0.01 0.0000
H 2.7827 3.3272 1.0165 0.05 -0.06 0.01 0.0000
H 3.7346 2.7270 -2.6002 0.03 0.00 0.04 0.0000
H 3.5610 2.7228 -5.0537 0.01 0.01 -0.01 0.0000
H 2.1587 1.0484 -6.1983 0.00 0.00 -0.02 0.0000
H 0.9142 -0.6373 -4.8891 -0.01 -0.01 0.00 0.0000
H 1.0786 -0.6563 -2.4214 0.02 0.02 0.03 0.0001
C 0.7139 5.2807 0.5349 0.06 0.04 -0.05 0.0001
P -0.6171 4.2238 -0.1134 -0.03 0.17 -0.08 -0.0029
C -0.1561 4.0569 -1.8824 0.03 0.10 -0.06 -0.0001
C -2.0309 5.3892 -0.2472 0.05 0.08 0.00 -0.0011
C -3.1607 4.7916 -1.0858 -0.10 0.01 -0.06 -0.0001
P -3.4580 3.0394 -0.6417 0.01 0.10 0.04 -0.0052
C -3.9677 3.2137 1.1125 -0.10 0.12 0.02 -0.0007
C -5.0174 2.6531 -1.4913 -0.06 0.05 -0.01 -0.0011
H 0.6831 6.2517 0.0378 0.03 0.00 0.02 -0.0001
H 1.6811 4.8208 0.3328 -0.11 0.04 0.00 0.0000
H 0.6091 5.4313 1.6083 -0.02 -0.01 0.01 0.0000
H -0.1701 5.0353 -2.3684 0.02 -0.02 -0.02 -0.0001
H -0.8534 3.4127 -2.4288 0.02 0.00 0.03 0.0003
H 0.8433 3.6324 -1.9688 -0.01 0.00 0.02 0.0001
H -1.6768 6.3226 -0.6912 -0.04 0.00 0.01 -0.0002
H -2.3809 5.6291 0.7591 0.01 -0.02 0.01 0.0000
H -2.9182 4.8389 -2.1496 0.00 -0.02 0.01 0.0000
H -4.0912 5.3477 -0.9460 0.04 0.03 -0.01 -0.0001
H -4.6614 4.0514 1.2167 -0.01 -0.03 -0.01 -0.0002
H -3.1139 3.4243 1.7633 0.02 -0.04 -0.04 0.0001
H -4.4594 2.3090 1.4632 0.01 0.00 -0.01 0.0000
H -5.7870 3.3690 -1.1979 -0.01 -0.02 -0.03 -0.0002
H -5.3551 1.6495 -1.2395 0.01 -0.02 0.02 0.0000
H -4.8787 2.7085 -2.5709 0.01 0.01 0.00 0.0000
N -3.3938 0.1616 0.4316 -0.05 -0.11 0.16 -0.0043
C -4.3831 -0.4392 0.3211 -0.04 0.10 0.06 0.0008
N -5.4859 -1.1112 0.1920 0.02 -0.07 -0.05 0.0002
C -5.9732 -1.4879 -1.1576 0.04 0.05 0.05 0.0001
C -6.7367 -2.7952 -1.0401 0.00 -0.02 -0.07 0.0000
O -7.7547 -2.6853 -0.0741 -0.02 0.02 0.00 0.0000
C -7.2253 -2.4609 1.2142 -0.06 -0.02 0.06 0.0000
C -6.5048 -1.1263 1.2704 0.12 0.06 0.01 0.0001
H -5.1168 -1.5776 -1.8258 -0.02 -0.04 0.00 0.0000
H -6.6367 -0.6985 -1.5208 -0.01 -0.03 -0.02 0.0000
H -6.0531 -3.6146 -0.7815 0.01 0.02 -0.01 0.0000
H -7.2116 -3.0304 -1.9912 -0.01 0.01 0.02 0.0000
H -6.5414 -3.2738 1.4904 0.01 0.02 0.01 0.0000
H -8.0614 -2.4572 1.9112 0.01 0.00 -0.01 0.0000
H -6.0005 -0.9825 2.2255 -0.03 -0.04 0.00 0.0000
H -7.2051 -0.3043 1.1028 -0.02 -0.04 0.00 0.0000
```
Forces are in eV/Å.

Values from the calculation:
HOMO level (spin up / spin down) (eV): -15.61 / -15.66
Total charge: +3
Spin multiplicity: 4
Gap between HOMO and LUMO (spin up / spin down) (eV): 8.2537 / 8.4214


The calculation returns the following strongest force on any atom values, one per record and in order: 0.8, 0.3 eV/Å.
The calculation returns the following total energy values, one per record and in order: -4428.7510, -4664.8439 hartree.